C3H10N2P | ωB97M-V with the def2-TZVPD basis set

Results
- Energy above the lowest of the compared OMol25 structures with the same formula, charge and spin: 301.4 kJ/mol
- DFT total energy: -570.80756 Ha
- Maximum force: 4.8 eV/A
- E_HOMO: -13.65 eV

Structure (ORCA input):
```
! wB97M-V def2-TZVPD RIJCOSX def2/J DEFGRID3
* xyz 1 1
C 0.319 1.097 0.243
C -0.565 2.262 -0.054
C -0.643 -2.559 -0.235
N 1.207 1.208 1.204
N 0.016 -0.089 -0.230
P 0.864 -1.567 -0.010
H -1.568 1.729 0.161
H -0.411 2.573 -1.083
H -0.395 3.039 0.748
H -1.610 -2.334 0.394
H -0.303 -3.674 -0.119
H -0.898 -2.560 -1.342
H 1.784 2.011 1.578
H 1.600 0.344 1.595
H -0.947 0.062 -1.585
H 1.548 -1.543 -1.265
*
```